No. 1
Formula: C26H30Br2N2O4PS2Y
Source: OMol25
Level of theory: the ωB97M-V functional and the def2-TZVPD basis

The geometry in XYZ format:
```
68
Properties=species:S:1:pos:R:3:forces:R:3:mulliken_charge:R:1
Y 0.603024 0.478417 -1.085770 0.740 -1.648 0.951 0.67
Br -2.350739 2.101985 6.164325 -0.019 0.006 0.032 -0.19
C -1.154865 1.893778 4.715254 0.042 -0.031 -0.028 0.18
C -1.424084 2.525527 3.511469 0.020 0.010 -0.026 -0.79
C -0.559332 2.353801 2.443385 -0.143 0.153 -0.047 0.30
C 0.578008 1.575034 2.585065 0.180 -0.019 -0.279 -0.92
C 0.835262 0.943464 3.793443 0.090 -0.168 0.154 0.33
C -0.031800 1.098680 4.866785 0.042 0.010 -0.069 -0.83
N 1.437671 1.381404 1.454573 -0.798 -0.153 -0.114 0.28
C 2.676498 1.457583 1.644452 0.690 0.030 -0.080 -0.96
C 3.653831 1.186837 0.563867 -0.188 0.120 0.196 0.88
C 4.997129 1.379666 0.804987 0.303 0.057 0.068 -0.96
C 5.907608 1.148978 -0.219058 0.050 0.047 0.129 -0.26
C 5.434969 0.735463 -1.446676 0.072 -0.005 -0.065 -1.01
C 4.068936 0.561850 -1.606101 -0.117 -0.100 -0.007 -0.23
N 3.196169 0.776355 -0.623442 -0.609 -0.185 -0.316 0.23
H -2.305342 3.143767 3.404639 0.022 -0.025 0.004 0.47
H -0.760839 2.839180 1.499986 0.003 0.000 -0.005 0.11
H 1.690190 0.280991 3.888598 -0.076 0.061 -0.013 0.56
H 0.159183 0.594601 5.804562 -0.006 0.007 -0.033 0.42
H 3.091112 1.743089 2.612927 0.063 -0.010 0.022 0.51
H 5.321240 1.715300 1.782245 0.016 -0.016 -0.047 0.43
H 6.967514 1.296397 -0.055316 -0.030 0.001 0.006 0.43
H 6.099496 0.549385 -2.278765 -0.010 0.000 0.019 0.42
H 3.651629 0.247915 -2.555305 0.004 0.000 0.024 0.66
C -0.449850 -4.095373 2.507654 -0.013 0.040 0.046 -1.19
C -0.585080 -4.731144 1.138730 -0.228 0.121 -0.039 0.51
C -1.860319 -5.542516 0.995627 -0.066 -0.050 0.002 -1.20
O -0.465813 -3.776128 0.046281 0.137 -0.076 0.042 -0.48
P -1.160732 -2.370318 -0.173597 -0.065 -0.279 0.087 0.95
S -0.793828 -1.877789 -2.058164 0.236 0.394 0.117 -0.65
S -0.552707 -0.989082 1.122975 0.272 0.237 -0.132 -0.15
O -2.674690 -2.756036 0.099270 -0.298 0.040 -0.023 -0.27
C -3.840024 -1.889706 0.258063 0.217 0.023 0.005 0.52
C -3.812403 -0.674980 -0.646085 0.012 0.032 -0.034 -1.27
C -4.013725 -1.536190 1.720065 0.000 0.045 0.114 -1.11
H -0.421617 -4.891092 3.257351 -0.003 0.056 -0.048 0.48
H -1.297734 -3.443083 2.729524 0.042 -0.041 -0.014 0.19
H 0.463912 -3.505379 2.584441 -0.041 -0.032 -0.003 0.24
H 0.267236 -5.381731 0.964855 0.125 -0.072 -0.042 0.30
H -2.735695 -4.953109 1.273264 0.077 -0.050 -0.025 0.16
H -1.805543 -6.418573 1.649155 0.000 0.080 -0.059 0.46
H -1.984668 -5.882422 -0.034345 0.027 0.010 0.078 0.32
H -4.654834 -2.539823 -0.044801 -0.115 -0.122 -0.093 0.20
H -3.031089 0.026796 -0.350395 -0.001 0.012 0.010 0.16
H -4.772924 -0.164030 -0.560239 0.002 0.007 -0.015 0.48
H -3.653663 -0.951434 -1.687982 -0.029 -0.011 0.043 0.36
H -3.220512 -0.867321 2.057442 -0.046 -0.025 -0.015 0.12
H -4.003332 -2.434918 2.340938 -0.009 0.042 -0.044 0.29
H -4.976427 -1.035855 1.854062 0.057 -0.028 0.013 0.46
C -2.279282 3.857839 -1.060574 0.060 -0.176 -0.110 -0.81
O -1.625781 2.578518 -1.042732 0.009 0.212 0.122 -0.09
C -0.245150 2.575803 -0.886400 -0.927 1.121 -0.217 0.53
O 0.348304 3.625097 -0.762496 0.048 0.202 0.099 -0.62
H -3.346418 3.653066 -1.058851 -0.005 0.012 -0.007 0.22
H -2.003109 4.415076 -1.954452 0.014 0.006 -0.025 0.28
H -2.002640 4.449074 -0.191578 0.030 0.044 0.112 0.31
Br 2.012210 1.773944 -7.929347 0.008 0.007 -0.080 -0.22
C 1.622147 1.423811 -6.105464 -0.050 -0.073 0.012 0.15
C 0.695174 0.448776 -5.778219 -0.002 0.090 0.158 -0.87
C 0.430854 0.201799 -4.431120 0.270 0.163 -0.183 -0.44
C 1.071504 0.882487 -3.377960 0.021 -0.065 -0.518 0.62
C 1.977556 1.874041 -3.792517 -0.007 0.098 0.091 -0.40
C 2.266607 2.154651 -5.124274 -0.016 -0.007 0.074 -0.76
H 0.183725 -0.103611 -6.556950 0.027 0.020 0.024 0.42
H -0.307222 -0.558257 -4.219369 -0.067 -0.103 0.008 0.19
H 2.482200 2.488987 -3.046932 -0.007 -0.014 -0.022 0.45
H 2.972888 2.930692 -5.394958 -0.038 -0.034 0.015 0.42
```
Positions in Å, forces in eV/Å.

Results
E_LUMO, eV: -1.16
Energy, eV: -210710.48195
Multiplicity: 1
Frontier orbital gap, eV: 7.0
Net charge: 0

No. 2
Formula: C26H30Br4N5O3STi
Source: OMol25
Level of theory: the ωB97M-V functional and the def2-TZVPD basis

The geometry in XYZ format:
```
70
Properties=species:S:1:pos:R:3:forces:R:3:mulliken_charge:R:1
Ti 0.427424 -1.144641 -0.151970 0.070 0.152 0.914 -0.46
C 2.344286 -0.585978 -2.565038 0.171 0.194 0.046 -1.38
N 1.037679 -1.035247 -2.120848 -0.355 -0.608 -0.698 0.90
C 0.287252 -1.732743 -2.948034 0.031 0.178 0.328 -0.24
C -0.926957 -2.284330 -2.445502 0.093 -0.005 0.005 0.01
C -2.017005 -2.883732 -3.087856 -0.118 -0.009 0.089 -1.11
C -2.949793 -3.161655 -2.080307 -0.053 -0.066 -0.179 -0.88
C -2.383527 -2.736139 -0.879411 0.271 0.169 0.126 -0.59
N -1.154160 -2.210257 -1.083374 -0.251 -0.288 -0.515 0.66
C 2.228150 0.655932 -3.415709 -0.027 0.115 0.035 0.38
C 2.199586 0.608510 -4.803234 0.015 -0.057 -0.016 -0.23
C 2.018103 1.763941 -5.553297 -0.012 0.012 0.014 -0.59
C 1.863865 2.988068 -4.920842 0.013 -0.005 0.012 -0.42
C 1.898565 3.049755 -3.532279 -0.008 -0.018 -0.033 -0.81
C 2.078995 1.893423 -2.790929 -0.023 -0.034 0.072 -0.19
H 2.883541 -1.385224 -3.085181 -0.071 0.058 -0.066 0.52
H 2.928702 -0.334249 -1.675199 0.007 -0.119 -0.032 0.22
H 0.593208 -1.927463 -3.975069 0.019 0.069 -0.022 0.20
H -2.115002 -3.066176 -4.146310 -0.001 -0.025 -0.043 0.47
H -3.917181 -3.626332 -2.195027 -0.019 -0.005 -0.019 0.43
H -2.804146 -2.779539 0.116585 -0.018 -0.021 -0.016 0.44
H 2.322074 -0.345126 -5.302708 0.003 -0.017 -0.021 0.37
H 1.996652 1.706467 -6.634095 0.007 -0.003 -0.021 0.37
H 1.728390 3.889643 -5.504707 -0.007 0.010 -0.005 0.38
H 1.793787 4.002340 -3.027552 0.003 0.023 0.001 0.44
H 2.103817 1.934451 -1.706716 0.001 0.002 0.017 0.53
Br 6.757662 -2.708197 2.415668 0.067 -0.009 0.038 -0.21
C 5.122017 -1.831981 2.051006 0.000 -0.119 -0.105 0.19
C 4.824381 -0.619079 2.638284 -0.094 0.081 0.026 0.26
Br 6.024736 0.200233 3.845683 0.078 0.021 0.053 -0.22
C 3.605131 0.011488 2.331286 0.046 -0.051 -0.048 -0.07
Br 3.146987 1.697788 3.063897 -0.067 0.073 0.027 -0.19
C 2.688202 -0.547345 1.454489 -0.186 0.274 -0.057 0.00
O 1.562608 0.036461 1.090710 0.443 -0.146 -0.023 -0.07
C 2.979690 -1.831002 0.875743 -0.033 -0.149 0.098 0.49
O 2.082058 -2.363985 0.104290 0.254 -0.010 0.093 -0.53
C 4.204165 -2.426912 1.170420 -0.014 0.111 0.129 -0.17
Br 4.530032 -4.088597 0.335915 0.040 -0.087 -0.026 -0.19
C -0.627390 0.314763 3.987434 -0.073 -0.043 0.004 -0.98
N -1.598495 1.117408 3.246838 0.242 -0.003 -0.193 0.13
C -0.952891 2.273232 2.608081 -0.144 -0.163 0.069 -0.77
C -2.728560 0.560161 2.773917 -0.172 0.109 0.076 0.34
S -3.124035 -1.062393 2.989592 0.071 0.008 -0.091 -0.34
N -3.602948 1.419540 2.137932 0.145 0.018 0.042 0.39
C -3.952393 2.675490 2.788391 -0.009 -0.061 -0.011 -1.24
C -4.685658 0.866901 1.344514 0.041 0.020 0.020 -1.15
H -0.005231 0.996590 4.564267 0.036 0.000 0.030 0.30
H 0.011466 -0.240983 3.295872 0.044 0.047 0.079 0.18
H -1.143345 -0.376271 4.649449 0.020 0.037 -0.022 0.41
H -0.144287 1.908797 1.971764 0.115 0.013 0.006 0.05
H -0.537432 2.915094 3.385313 0.026 0.033 -0.013 0.29
H -1.658899 2.843572 2.017314 0.017 -0.031 -0.096 0.30
H -3.235001 2.913747 3.567562 -0.042 -0.006 0.030 0.39
H -4.945551 2.583772 3.243406 0.012 0.041 0.014 0.36
H -3.977218 3.502162 2.073464 -0.005 -0.023 -0.026 0.34
H -4.322471 0.049630 0.726215 0.004 0.009 0.033 0.31
H -5.058954 1.664757 0.699665 -0.037 -0.006 -0.010 0.35
H -5.503481 0.499263 1.973778 -0.004 -0.015 -0.037 0.35
C -1.494004 2.846059 -1.425207 0.049 -0.037 -0.017 -1.48
C -1.086324 1.567343 -0.864487 -0.127 -0.125 0.136 0.68
N -0.738420 0.555649 -0.432266 -0.247 0.643 -0.126 0.06
H -0.774131 3.614422 -1.143551 -0.004 0.018 0.003 0.30
H -2.480611 3.128042 -1.059576 -0.032 0.003 0.019 0.34
H -1.522398 2.780340 -2.512579 0.003 -0.001 -0.013 0.35
C -0.201830 -3.466243 1.888792 0.094 0.110 -0.075 -0.83
O -0.265186 -2.036617 1.774120 -0.136 -0.278 -0.095 0.38
H -1.041634 -3.925698 1.364605 0.035 -0.045 0.026 0.27
H -0.206333 -3.746490 2.944232 -0.010 -0.043 -0.019 0.26
H 0.731297 -3.769964 1.417815 -0.053 -0.028 0.045 0.22
H -1.121624 -1.754648 2.140550 -0.135 0.107 0.033 -0.24
```
Positions in Å, forces in eV/Å.

Results
E_LUMO (alpha / beta), eV: 2.07 / 2.06
<S²>: 2.022
Energy, eV: -355166.30241
Multiplicity: 3
Frontier orbital gap (alpha / beta), eV: 4.2 / 6.3
Net charge: -1

No. 3
Formula: C26H30BrN5O4
Source: OMol25
Level of theory: the ωB97M-V functional and the def2-TZVPD basis

The geometry in XYZ format:
```
66
Properties=species:S:1:pos:R:3:forces:R:3:mulliken_charge:R:1
C -4.368973 0.934507 3.150964 -0.163 0.004 0.329 -1.08
C -3.970783 0.616150 1.724188 0.553 -0.370 -0.035 0.17
C -4.761569 -0.497592 1.073749 -0.701 0.085 -0.280 -1.50
N -2.583950 0.154838 1.688311 0.807 0.259 0.162 0.79
N -2.345023 -1.145169 1.756594 2.172 -1.297 0.120 -0.94
N -1.007047 -1.248438 1.824652 -2.333 0.777 -0.034 0.84
C -0.454759 -2.613893 1.961531 -0.365 0.340 -0.101 0.33
C -0.898056 -3.425556 0.759195 0.108 -0.247 -0.255 -1.35
C -0.980749 -3.202740 3.257367 0.076 -0.133 0.302 -1.31
C -0.405447 -0.034543 1.824008 0.061 -0.742 0.070 -0.65
C 1.049302 0.128320 1.873906 1.343 0.244 -0.124 -0.33
C 1.731142 0.337324 3.093322 -0.516 -0.112 -0.411 -0.07
C 3.119922 0.414020 3.129989 0.208 0.086 -0.242 -0.80
C 3.861264 0.341220 1.945181 -0.301 -0.038 -0.027 -0.37
C 3.199170 0.185104 0.719953 0.206 0.016 0.225 -0.71
C 1.813387 0.072080 0.683071 -0.462 0.044 0.550 -0.26
C -1.438181 0.922992 1.764944 -0.484 1.314 0.083 2.14
C -1.439073 2.304973 1.796913 0.127 -0.718 0.003 -1.92
H -5.363772 1.392290 3.167921 0.109 -0.100 0.032 0.41
H -4.386107 0.017906 3.753169 -0.035 0.142 -0.096 0.31
H -3.663952 1.628231 3.619789 -0.103 -0.094 -0.153 0.14
H -3.994795 1.531511 1.132499 -0.054 -0.050 -0.168 0.31
H -5.825467 -0.255774 1.055818 0.009 -0.025 0.103 0.45
H -4.434920 -0.621920 0.037911 -0.020 -0.083 0.097 0.39
H -4.595006 -1.440520 1.602890 -0.247 0.252 -0.112 0.29
H 0.633218 -2.509522 1.986454 -0.142 0.088 -0.004 0.17
H -0.507415 -4.445887 0.852732 -0.116 0.167 -0.067 0.43
H -1.994475 -3.457238 0.708411 0.337 -0.027 0.016 0.31
H -0.510494 -2.989996 -0.168268 -0.104 -0.082 0.113 0.34
H -0.587253 -4.218693 3.377745 -0.105 0.166 0.031 0.43
H -0.661152 -2.597620 4.113497 -0.109 -0.122 -0.114 0.32
H -2.078432 -3.234744 3.231213 0.348 -0.036 0.037 0.30
H 1.140424 0.440806 4.004074 0.200 -0.134 -0.174 0.58
H 3.628792 0.535127 4.088550 -0.150 0.002 -0.297 0.42
H 4.950470 0.409227 1.975875 -0.332 -0.022 -0.022 0.38
H 3.772906 0.147234 -0.208203 -0.169 -0.002 0.275 0.39
H 1.283086 -0.048214 -0.262558 0.190 0.003 0.190 0.47
H -0.479983 2.794378 1.869114 -0.185 0.282 -0.250 0.23
H -2.382236 2.821249 1.666306 0.359 0.255 0.111 0.09
C 2.665196 4.841613 0.638714 0.120 -0.206 -0.293 -1.19
C 2.061497 5.876590 1.547182 -0.066 -0.631 0.189 -0.28
O 1.376717 5.083425 2.585607 -0.106 1.263 0.076 -0.23
C 0.738370 5.872908 3.464701 0.427 0.570 -0.564 0.49
O 0.762110 7.095320 3.441063 -0.193 -1.828 0.209 -0.64
N 0.050563 5.084838 4.392982 -0.081 -0.150 0.112 0.26
C -0.766036 5.613740 5.406453 0.374 0.049 -0.050 -0.02
C -0.916116 6.952480 5.723645 -0.462 0.381 0.592 -0.74
C -1.689855 7.254169 6.852175 0.112 -0.869 -0.372 -0.65
C -2.237898 6.208762 7.621324 0.112 -0.501 -0.091 -0.41
C -2.038673 4.856805 7.283673 -0.075 0.665 -0.035 0.12
Br -2.614748 3.447145 8.411643 -0.071 0.421 0.061 -0.16
C -1.329461 4.548616 6.124852 0.049 -0.576 -0.414 -0.14
C -0.861451 3.326791 5.438040 0.128 1.182 0.309 0.35
N -1.288373 1.974399 5.612280 -0.684 -2.540 0.301 1.20
O -2.497660 1.740691 5.819283 2.374 0.791 -0.430 -0.52
O -0.426633 1.062444 5.518909 -1.471 1.860 0.058 -0.67
C 0.001853 3.693765 4.453087 -0.376 0.120 0.124 -0.87
H 3.231470 5.336272 -0.152229 0.008 -0.042 0.002 0.45
H 3.342735 4.176361 1.189296 -0.160 0.178 -0.113 0.27
H 1.882515 4.230678 0.170639 0.183 0.131 0.136 0.27
H 2.813872 6.513955 2.025956 -0.243 -0.149 -0.060 0.31
H 1.322792 6.505376 1.036560 0.161 -0.148 0.214 0.33
H -0.432230 7.692190 5.095782 -0.219 -0.017 0.351 0.55
H -1.862419 8.284541 7.151238 0.058 -0.202 -0.073 0.39
H -2.815584 6.440636 8.511306 0.118 -0.058 -0.110 0.38
H 0.531559 3.049526 3.770235 -0.036 0.212 -0.016 1.03
```
Positions in Å, forces in eV/Å.

Results
E_LUMO, eV: -0.30
Energy, eV: -113127.49567
Multiplicity: 1
Frontier orbital gap, eV: 5.6
Net charge: 0

Which value of net charge does entry 3 give? 0